The following is a DFT calculation (ωB97M-V with the def2-TZVPD basis set) of a single C9H12N2 molecule at a distorted geometry.

Calculated values
SMILES: CC(C)N1CC=CC=C1C#N
HOMO-LUMO gap in eV: 8.2259
Energy relative to the best compared isomer or geometry (same formula, charge and spin) in kJ/mol: 320.1

The geometry in XYZ format:
```
23
Properties=species:S:1:pos:R:3:nbo_charge:R:1
C 1.200 1.282 -1.218 -0.637
C 0.404 1.178 0.073 -0.050
C 1.205 0.750 1.404 -0.634
N -0.621 0.140 -0.143 -0.421
C -0.195 -1.284 -0.276 -0.258
C -1.265 -2.175 0.255 -0.182
C -2.519 -1.801 0.272 -0.229
C -2.948 -0.470 -0.041 -0.266
C -2.001 0.445 -0.271 0.082
C -2.302 1.842 -0.488 0.261
N -2.637 2.944 -0.527 -0.298
H 1.760 0.312 -1.404 0.213
H 0.565 1.658 -2.066 0.229
H 2.107 1.991 -1.211 0.220
H -0.092 2.180 0.396 0.235
H 2.282 0.306 1.244 0.208
H 0.592 -0.081 1.897 0.221
H 1.285 1.561 2.141 0.224
H 0.815 -1.499 0.192 0.229
H -0.215 -1.481 -1.369 0.190
H -0.990 -3.233 0.620 0.216
H -3.319 -2.411 0.645 0.215
H -4.005 -0.352 -0.182 0.231
```

***

The following is a DFT calculation (ωB97M-V with the def2-TZVPD basis set) of a single C6H6F2N2O molecule at a distorted geometry.

Calculated values
SMILES: Nc1noc2c1CCC2(F)F
HOMO-LUMO gap in eV: 9.9462
Energy relative to the best compared isomer or geometry (same formula, charge and spin) in kJ/mol: 151.1

The geometry in XYZ format:
```
17
Properties=species:S:1:pos:R:3:nbo_charge:R:1
N -0.473 -2.747 -0.550 -0.813
C 0.623 -1.820 -0.630 0.316
N 1.683 -2.225 -1.370 -0.192
O 2.518 -1.175 -1.540 -0.251
C 1.963 -0.138 -0.991 0.276
C 0.779 -0.460 -0.368 -0.238
C 0.002 0.639 0.161 -0.405
C 0.759 2.023 -0.160 -0.468
C 2.124 1.591 -0.824 0.730
F 3.178 1.656 0.001 -0.326
F 2.321 2.134 -2.033 -0.320
H -1.034 -2.640 0.368 0.381
H -0.111 -3.707 -0.664 0.396
H -0.903 0.780 -0.384 0.221
H -0.157 0.698 1.216 0.220
H 0.146 2.791 -0.737 0.240
H 0.957 2.639 0.770 0.233
```

***

The following is a DFT calculation (ωB97M-V with the def2-TZVPD basis set) of 2 unconnected molecules or ions with the total composition C4H10N2OS at a distorted geometry.

Calculated values
Spin multiplicity: 2
HOMO-LUMO gap (alpha / beta) in eV: 4.2569 / 6.5782
Charge: -1
Energy relative to the best compared isomer or geometry (same formula, charge and spin) in kJ/mol: 168.5

The geometry in XYZ format:
```
18
Properties=species:S:1:pos:R:3:nbo_charge:R:1
C 1.213 0.259 -0.079 -0.242
N 1.382 -1.144 -0.386 -0.620
C 1.323 -2.151 0.539 0.536
O 1.184 -1.984 1.724 -0.616
C -0.246 0.835 -0.283 -0.083
C -1.271 -0.146 0.242 -0.555
S -2.939 0.121 -0.443 -0.437
N -0.276 2.125 0.385 -0.853
H 1.894 0.899 -0.630 0.196
H 1.408 0.468 0.992 0.206
H 1.256 -1.354 -1.364 0.390
H 1.543 -3.109 0.049 0.095
H -0.351 1.050 -1.373 0.215
H -1.318 -0.166 1.333 0.199
H -1.042 -1.145 -0.101 0.188
H -2.325 0.855 -2.153 -0.332
H -0.301 1.973 1.390 0.336
H -1.135 2.615 0.158 0.377
```

***

Values for energy, Ha, ordered as above
-459.5656, -616.6166, -741.3015